34
Properties=species:S:1:pos:R:3 method="wB97M-V/def2-TZVPD" charge=+2 e_lumo_ha="-0.29337 / -0.42078" mol_weight_g_mol=520.414 relative_energy_ev=0.000 s2=8.762 multiplicity=6 largest_force_ha_per_bohr=0.0710
C -2.6734 0.6800 -4.3969
C -2.5608 -0.7681 -4.4643
H -3.6572 0.9928 -4.7550
H -1.9314 1.1782 -5.0195
H -2.6813 1.1018 -3.3969
H -1.9408 -0.9665 -3.5884
H -3.4227 -1.3540 -4.2034
H -1.9207 -1.1532 -5.2554
Ir 0.1868 -0.0239 -0.3557
C 1.2811 0.0063 -1.9338
H 1.6600 -1.0009 -2.1170
H 2.1180 0.6809 -1.7233
H 0.6681 0.3579 -2.7587
I -2.2764 -0.1635 0.1846
C 0.2525 3.4614 1.7938
C 0.7709 3.0743 3.0360
C 1.1035 1.7461 3.3025
C 0.9776 0.7673 2.2938
N 0.5495 1.2221 1.0759
C 0.1441 2.4921 0.8204
C 1.1218 -0.6841 2.2986
C 1.5119 -1.5903 3.3129
C 1.5104 -2.9610 3.0353
C 1.0453 -3.4751 1.8153
C 0.6035 -2.5581 0.8789
N 0.7429 -1.2220 1.0980
H -0.0723 4.4763 1.5530
H 0.8965 3.8517 3.7906
H 1.4675 1.4145 4.2780
H -0.2998 2.6374 -0.1599
H 1.8170 -1.1767 4.2811
H 1.8687 -3.6782 3.7730
H 1.0081 -4.5458 1.5681
H 0.1312 -2.8198 -0.0616